This record from the Open Molecules 2025 dataset describes C30H37N5O6 in the gas phase. The level of theory is ωB97M-V with the def2-TZVPD basis set.

The geometry in XYZ format:
```
78
Properties=species:S:1:pos:R:3:forces:R:3
C 0.984792 -7.197752 -2.321465 0.1 0.0 -0.1
H -1.854218 5.193462 -2.411355 0.0 0.1 0.1
H 4.984652 7.153192 -4.927153 0.1 0.1 0.0
C -1.470395 -3.983230 2.262821 0.2 -0.3 0.1
H -0.316692 -8.154408 1.812761 0.1 0.2 0.0
H -1.064220 6.452604 -1.422650 -0.1 -0.1 -0.1
H 1.121637 1.966282 2.783865 -0.1 -0.1 -0.1
H 1.057434 -7.011941 1.669829 -0.2 -0.1 0.0
H -2.826198 -4.654598 0.743301 0.0 0.0 -0.1
H -0.319743 -7.455721 -3.998871 0.0 0.0 -0.1
C 0.071764 2.535855 1.105357 -0.3 0.2 -0.5
H 1.868095 -7.066310 -2.928747 0.1 0.0 -0.1
C 1.084373 -7.140233 -0.941799 -0.1 -0.1 0.1
H -4.945935 -4.385476 2.032340 -0.1 -0.1 0.0
C 4.097172 6.548782 -4.765663 -0.4 0.0 0.3
C -0.621460 4.441098 -0.814365 -0.2 0.0 -0.1
C -0.396967 -4.958374 1.776111 0.0 0.4 0.2
H -5.397733 -2.810889 2.686173 -0.1 0.0 0.1
C 0.307575 4.743659 0.176148 -0.1 -0.1 0.0
O -0.700163 -0.276772 1.574262 -0.1 0.0 -0.1
H 4.397585 5.548443 -4.465303 0.1 -0.1 0.0
H 3.541213 6.477075 -5.696676 0.0 0.0 -0.1
C 0.742024 -0.227184 3.467588 0.2 -0.7 0.6
C 0.662978 -1.488716 4.040043 0.1 0.5 -0.2
H -4.063515 -3.705040 3.402064 0.0 -0.1 0.2
N 0.455066 1.632073 2.093113 0.3 0.0 0.4
H 2.039974 -6.955849 -0.474467 0.1 0.1 0.1
N 0.141168 5.588750 -2.828954 -0.1 -0.2 -0.3
H 2.127679 9.010536 -3.344690 0.0 0.1 0.0
H -3.676052 -1.828511 -0.447402 0.0 0.1 -0.1
C -4.343427 -2.357554 0.228278 0.2 0.1 0.2
C -1.374853 -7.574376 -2.140042 -0.1 0.0 0.0
O -0.840196 -6.211562 1.849693 -0.3 -0.3 0.2
C -1.191226 3.176183 -0.832828 0.1 0.3 0.1
C 3.223623 7.181610 -3.681451 0.5 0.4 0.0
H 0.364389 4.788405 -3.399590 0.0 0.1 0.0
H 2.733426 0.106201 5.921278 0.1 0.0 0.2
O 0.684254 -4.633593 1.367401 0.0 -0.1 -0.1
C -2.434736 -3.702954 1.108774 0.0 0.3 0.3
H -1.307537 1.249394 0.093320 0.0 0.0 0.0
C -0.941962 5.464441 -1.873244 0.1 0.1 0.1
H 4.876789 7.847150 -2.472364 0.1 0.0 0.0
H -4.741664 -3.227564 -0.290058 -0.1 -0.1 -0.1
N 1.496710 -1.442776 5.118229 -0.2 -0.2 -0.1
H 4.264742 6.243602 -2.038754 0.1 -0.1 0.0
C -3.599441 -2.782052 1.492890 -0.1 -0.2 -0.2
H -3.192264 -1.885293 1.969457 0.0 0.0 0.0
C -0.243070 -7.414658 -2.922343 0.0 0.0 -0.1
C -0.856828 2.227113 0.115806 0.0 -0.2 0.1
C 2.037043 -0.210162 5.170749 0.1 0.1 0.1
C -0.037937 -2.764597 3.772819 -0.3 0.1 -0.1
C 0.082676 0.346273 2.283422 0.0 0.3 -0.1
H 0.758649 5.724446 0.193433 0.1 0.1 0.0
C 3.980126 7.245288 -2.354497 -0.3 -0.1 -0.1
C 1.102919 6.537141 -2.698158 -0.2 -0.3 -0.3
C -1.275460 -7.524219 -0.761825 0.1 0.0 0.0
H 3.618195 9.212767 -4.276542 0.1 0.1 -0.1
H 1.637515 -2.241325 5.720857 0.0 0.0 0.0
H 3.352521 7.691177 -1.588018 0.0 0.0 0.0
N -0.847058 -2.763451 2.707354 -0.2 -0.1 -0.2
H -1.913585 2.926017 -1.596609 -0.1 0.0 -0.1
H -5.171024 -1.697780 0.477318 -0.1 0.1 0.0
H 1.371147 4.047984 1.894597 0.1 0.0 0.1
N 1.605784 0.543213 4.198835 0.1 0.3 -0.1
H -1.862650 -3.238505 0.301960 0.0 0.0 -0.1
C 0.034586 -7.229487 1.348064 0.3 -0.1 -0.1
C -0.044149 -7.310312 -0.153642 0.0 0.1 0.1
H -0.857905 -1.944342 2.092808 0.1 0.0 0.2
O 0.125889 -3.713913 4.527645 0.1 -0.1 0.1
C 0.651254 3.805191 1.126038 0.0 -0.1 0.0
H -2.335747 -7.739762 -2.604991 -0.1 0.0 0.0
O 2.094831 6.282118 -3.570943 0.0 -0.1 -0.1
C 2.756729 8.571174 -4.113746 -0.1 -0.3 0.1
H -2.154883 -7.646160 -0.145868 -0.1 0.0 0.1
H -1.983723 -4.458757 3.106066 0.1 0.0 -0.2
O 1.036893 7.470180 -1.934539 0.1 0.3 0.3
C -4.557814 -3.465252 2.464534 0.2 0.2 0.0
H 2.186559 8.502537 -5.037788 0.0 0.0 -0.1
```
Positions in Å, forces in eV/Å.

## Properties
**SMILES string**: CC(C)C[C@H](NC(=O)c1[nH]cnc1C(=O)Nc1ccc(CNC(=O)OC(C)(C)C)cc1)C(=O)OCc1ccccc1
**Net charge**: 0
**HOMO**: -0.310 hartree
**Orbital gap**: 8.79 eV


This record from the Open Molecules 2025 dataset describes a molecular structure, C30H37N6O2PRuS at a distorted geometry. The level of theory is ωB97M-V with the def2-TZVPD basis set.

The geometry in XYZ format:
```
78
Properties=species:S:1:pos:R:3:forces:R:3
C 2.497471 3.211884 -1.138141 0.6 0.7 0.6
C 2.048243 1.502788 3.114248 0.0 0.0 -0.4
C -1.842290 1.650076 -5.647547 0.0 -0.1 0.3
C -3.545880 -1.392323 2.011136 -0.1 -0.1 0.1
H 2.529102 1.077967 6.478425 0.0 0.1 0.0
C 1.749773 -4.473911 0.548229 0.0 -0.3 0.1
C 0.278829 2.354989 -3.966039 -0.6 -0.5 -0.3
H 2.085645 -2.390377 -3.324450 0.0 0.0 -0.1
H 2.629707 -4.703007 1.132425 0.1 0.0 0.0
C -0.520464 -3.868227 -0.914717 0.1 0.4 -0.3
H 1.905773 -0.619343 -3.549170 0.0 0.0 0.0
H 2.275611 3.541029 2.587253 -0.1 -0.1 -0.1
C 2.021372 -0.851927 3.754732 0.0 0.2 -0.2
C 2.006215 -1.426170 -2.820459 -0.1 -0.1 0.2
H -4.450209 -1.357817 2.631325 0.1 0.0 -0.1
H -0.637703 -2.585430 -3.517511 0.0 -0.1 0.0
C -1.180235 -1.253285 2.029181 0.4 -0.4 0.3
C -1.909110 1.359269 -4.306340 -0.3 0.0 -0.4
C 1.701365 -3.312492 -0.192923 -0.1 0.2 -0.2
N -1.206510 -0.185840 1.031169 0.7 0.3 -0.4
S 2.969809 -0.041907 0.279869 -1.5 0.4 -0.1
C -1.318354 1.097263 1.729793 0.0 0.6 0.3
H -3.491754 -2.363244 1.507149 0.0 0.0 0.1
H 2.451777 2.831736 4.749260 0.0 0.1 0.1
H -3.709236 1.738860 0.937832 0.0 0.0 0.0
C 2.306758 1.792615 4.481534 0.1 0.0 0.1
H -0.451666 1.224278 2.385690 0.0 0.0 -0.2
H -2.786857 0.872209 -3.901382 0.0 0.0 0.1
H 2.898396 -1.244844 -2.220300 -0.1 0.0 0.0
H -1.124127 -2.217657 1.514334 0.1 0.0 0.0
H 0.705058 -6.250449 1.147778 0.0 -0.1 0.0
C -0.865067 1.685525 -3.396362 0.2 0.2 0.5
N 1.481354 2.534071 0.964364 -1.0 -0.6 -1.6
N -2.526159 1.156463 2.553001 0.0 0.2 0.0
C -0.459400 -5.042560 -0.188225 0.0 -0.3 0.2
C -3.677279 0.941918 1.685522 -0.1 0.2 0.1
H 1.178056 3.151738 -5.733788 0.0 0.0 0.0
H 2.182769 -1.300107 5.841771 0.1 0.0 0.1
H -1.566610 0.203811 4.140239 -0.1 0.0 0.0
C 2.361324 0.817065 5.440981 0.0 0.1 0.1
H -0.307420 -1.138245 2.675047 0.0 0.0 -0.2
C 2.182961 -0.522271 5.092528 0.0 -0.3 0.3
Ru 0.657234 0.783879 -0.539475 1.9 0.4 -1.3
H -2.326287 -1.366791 -0.265560 0.0 0.1 -0.1
C -0.725933 2.292165 -6.179080 0.3 0.2 -0.4
H -2.660995 1.380538 -6.303813 -0.1 0.0 0.0
H -0.652359 -0.827283 -3.797446 0.0 0.0 0.1
P 0.511117 -1.355505 -1.743471 0.6 1.5 -0.9
H -1.299465 -5.727146 -0.192735 0.0 0.1 0.0
C 1.341035 2.835810 -3.145581 0.5 -0.1 0.9
C 1.952822 0.117884 2.769877 0.3 -0.2 0.7
C 0.565241 -2.990024 -0.942596 -0.1 0.1 0.7
H -1.757639 -1.514955 -2.624320 -0.1 0.0 0.0
H -1.335761 1.910855 0.988292 0.0 -0.2 0.2
N -3.625704 -0.343769 1.000477 -0.1 -0.1 -0.2
H 2.400265 4.405988 0.675124 -0.2 -0.1 -0.1
C -0.761850 -1.611574 -3.049273 0.1 0.1 0.4
C -2.455452 0.065702 3.517064 0.0 0.1 0.3
O -1.005126 1.416148 -2.155839 -0.3 -0.1 0.5
C 1.763219 3.672309 0.145526 0.3 0.1 -0.2
H 1.958145 -1.887424 3.453482 0.0 -0.1 -0.1
N 1.563520 2.480181 -1.930632 -0.5 -1.3 -0.3
H 2.906503 4.092833 -1.672378 -0.2 -0.3 0.0
H -3.349157 0.090767 4.148087 0.0 0.0 0.0
H 2.533556 -2.623079 -0.177415 0.1 0.1 0.1
H 3.320259 2.551196 -0.835916 -0.1 0.1 0.0
C 0.306183 2.639883 -5.338820 0.0 0.0 0.1
H 0.828331 4.165691 -0.165410 0.1 0.1 0.0
O 1.761702 -0.321128 1.497366 0.1 -0.7 0.6
C -2.396787 -0.381171 0.206364 -0.2 0.1 -0.4
H 1.994759 3.594769 -3.610565 -0.1 -0.1 0.3
C 1.938683 2.566560 2.197980 0.2 0.0 0.6
H -1.417728 -3.634204 -1.469858 -0.1 0.0 -0.1
C 0.671232 -5.347583 0.553499 0.0 0.1 0.0
H -2.428168 0.394097 -0.566581 0.0 -0.1 0.0
H -0.682415 2.523265 -7.234777 0.0 0.0 0.0
N -2.377930 -1.239328 2.868745 0.0 -0.2 0.1
H -4.586086 0.986324 2.292195 0.0 0.0 0.0
```
Positions in Å, forces in eV/Å.

## Properties
**Spin multiplicity**: 2
**Net charge**: -1
**HOMO (spin up / spin down)**: -0.057 / -0.149 hartree
**Orbital gap (spin up / spin down)**: 4.21 / 6.73 eV


This record from the Open Molecules 2025 dataset describes a molecular structure, C30H38AsClGeN3SY at a distorted geometry. The level of theory is ωB97M-V with the def2-TZVPD basis set.

The geometry in XYZ format:
```
76
Properties=species:S:1:pos:R:3:forces:R:3
H -1.720973 -5.040165 -3.061471 0.0 0.0 0.0
Ge -0.709877 1.760735 1.271256 0.5 -0.2 -0.3
N 5.405055 -2.680794 -1.396444 0.0 -0.1 0.0
Y 0.443586 -0.833952 -0.278497 1.4 -0.7 -0.3
H 0.306658 -2.805852 -4.103355 0.1 0.1 0.1
C 2.722885 3.987457 2.075089 0.0 0.0 0.0
H -2.045435 -0.938294 -4.779098 0.0 0.0 0.0
C -1.406901 0.986081 5.303022 0.0 0.0 0.0
H -1.289178 -1.140584 2.066576 -0.2 0.0 0.0
C -3.444903 -1.295295 -0.724450 0.1 -0.1 -0.2
H -0.407857 4.370464 -0.177279 0.0 0.0 0.0
C -0.394222 -2.013899 -3.835043 -0.4 -0.1 -0.1
C -1.621356 -1.139637 4.182570 0.1 -0.2 -0.1
C 2.535728 5.134923 1.309560 0.0 0.0 0.0
C 2.994471 -0.386127 2.150822 -0.1 -0.1 0.0
C -2.423849 -4.211945 -2.988183 0.2 -0.1 0.2
C -4.242842 2.402136 -0.891698 0.0 0.0 0.1
H -4.136242 -5.445512 -2.638904 0.0 0.0 0.0
H -5.291699 2.547951 -0.669233 0.0 0.0 0.0
H 2.230317 -0.991665 2.628127 0.0 0.0 0.1
H 5.362332 -2.354303 -2.348977 0.0 0.0 0.0
H -0.883879 2.664539 4.073718 0.0 0.0 0.0
C -3.364512 2.072509 0.130765 0.0 -0.1 -0.1
As -1.440568 -2.659531 -2.290013 0.5 1.0 0.4
C 3.741901 0.701108 0.264224 -0.1 0.0 -0.1
N 4.350586 -3.398637 0.506107 0.1 0.0 0.0
C -1.669933 -0.377501 5.344270 0.0 0.1 0.0
H -2.698934 -3.895984 -3.995258 0.0 0.0 0.0
H -1.676428 -2.505385 -5.516813 0.0 0.0 0.0
C -1.045308 0.840014 2.929052 -0.1 0.3 -0.3
H 5.956686 1.095942 2.787031 0.0 0.0 0.0
H 3.564229 0.959035 -0.772286 0.0 0.0 0.0
C 0.473295 4.255576 0.442275 0.1 0.0 0.0
H -1.916186 -0.848312 6.286328 0.0 0.0 0.0
C -3.654883 -4.583508 -2.177313 0.0 0.0 0.1
C 1.780879 2.974584 2.039714 0.0 0.1 0.0
S 2.778704 -2.547391 -1.473563 -1.2 0.4 0.0
H -1.832427 -2.200330 4.214514 0.0 0.0 0.1
H -3.832969 -2.274732 -0.445461 0.0 0.0 0.1
C -2.426761 2.385028 -2.485514 0.1 0.0 -0.1
H 5.226736 -3.709892 0.901303 0.0 0.0 0.0
H 3.508212 -3.702407 0.962918 0.0 0.0 -0.1
C -2.005985 1.918211 -0.153477 0.2 -0.1 0.2
C -2.858195 -1.309106 -2.135335 -0.1 -0.2 0.1
C -1.242188 -1.625774 -5.044646 0.1 0.1 0.0
C 0.653856 3.103855 1.217227 -0.2 -0.2 0.2
H -2.070557 2.521494 -3.498473 0.0 0.0 0.0
N 2.809419 -0.041428 0.870403 -1.2 -0.3 -0.3
H -3.634185 -1.552806 -2.862739 0.0 0.1 -0.1
C 4.885692 1.123057 0.915809 0.0 0.0 0.1
H 3.263174 5.934602 1.353733 0.0 0.0 0.0
H 5.617529 1.722398 0.392513 0.0 0.0 0.0
H 6.304651 -2.982837 -1.049955 0.0 0.0 0.0
H -4.457022 2.852500 -2.979886 0.0 0.0 0.0
C 4.286211 -2.910261 -0.729279 0.0 0.4 0.4
H -4.261315 -0.578886 -0.653589 0.0 0.0 0.1
C -3.772924 2.567056 -2.191826 0.0 0.0 0.0
C 5.076770 0.776455 2.243898 0.0 0.0 0.0
Cl 4.261001 -0.454722 4.515241 0.0 0.0 0.0
H -3.406720 -4.865859 -1.154017 0.0 0.0 0.0
H -2.451516 -0.330185 -2.394529 0.0 0.0 -0.1
H -2.685159 -1.010857 0.020788 -0.1 0.0 0.1
C -1.086669 1.600526 4.098780 0.0 -0.2 0.1
H -4.388140 -3.777659 -2.158874 0.0 0.0 0.0
H -0.622231 -1.135089 -5.794944 0.0 0.0 0.0
H -0.475083 1.960729 -1.685447 0.0 0.2 0.0
H 1.269647 6.173952 -0.077846 0.0 0.0 0.0
C 4.108247 0.004568 2.873201 0.0 0.1 0.0
C -1.311370 -0.530632 2.977641 0.1 0.1 0.1
C -1.540142 2.063707 -1.468263 -0.1 -0.1 0.1
C 1.413338 5.271783 0.501149 0.0 0.0 -0.1
H 3.597393 3.893997 2.705590 0.0 0.0 0.0
H 0.199619 -1.156645 -3.483101 0.0 0.0 0.0
H 1.902627 2.092895 2.659333 0.0 0.0 0.0
H -3.728324 1.946269 1.143605 0.0 0.0 0.0
H -1.455592 1.578246 6.206925 0.0 0.0 0.0
```
Positions in Å, forces in eV/Å.

## Properties
**Spin multiplicity**: 2
**Net charge**: +3
**HOMO (spin up / spin down)**: -0.574 / -0.614 hartree
**Orbital gap (spin up / spin down)**: 5.51 / 6.35 eV